No. 1
Formula: C18H12N2O4S
Source: OMol25
Level of theory: ωB97M-V with the def2-TZVPD basis set

```
37
Properties=species:S:1:pos:R:3:mulliken_charge:R:1
N 2.212 4.383 3.723 -0.51
C 2.526 3.874 2.745 0.03
C 3.018 3.257 1.580 0.38
C 2.602 2.039 1.096 0.57
N 1.573 1.237 1.554 -0.03
C 0.375 1.718 2.000 0.71
O 0.088 2.884 2.066 -0.54
C -0.584 0.593 2.422 -0.79
H -1.419 1.038 2.965 0.30
H -0.052 -0.130 3.051 0.36
O -1.170 -0.072 1.307 -0.27
C -0.480 -1.040 0.704 1.46
O 0.669 -1.324 1.034 -0.94
C -1.215 -1.713 -0.364 -0.11
C -2.503 -1.322 -0.686 -0.41
C -3.225 -1.950 -1.706 0.45
C -4.542 -1.559 -2.044 -0.71
C -5.219 -2.195 -3.043 -0.57
C -4.614 -3.249 -3.751 -0.44
C -3.344 -3.651 -3.451 -0.86
C -2.612 -3.017 -2.423 0.96
C -1.306 -3.406 -2.089 -1.03
C -0.600 -2.783 -1.084 0.08
O 0.644 -3.206 -0.816 -0.70
H 1.012 -2.676 -0.080 0.33
H -0.830 -4.213 -2.624 0.43
H -2.878 -4.461 -3.993 0.39
H -5.167 -3.740 -4.539 0.39
H -6.224 -1.895 -3.300 0.39
H -4.997 -0.748 -1.495 0.42
H -2.958 -0.511 -0.138 0.53
H 1.647 0.232 1.392 0.23
S 3.533 1.548 -0.283 -0.11
C 4.481 2.987 -0.191 -0.37
C 4.101 3.794 0.824 -0.90
H 4.562 4.736 1.057 0.44
H 5.269 3.137 -0.902 0.44
```

Summary:
E_LUMO   -0.559 eV
E_HOMO   -8.41 eV
Orbital gap   7.852 eV
SMILES string   N#Cc1ccsc1NC(=O)COC(=O)c1cc2ccccc2cc1O


No. 2
Formula: C18H12N7O2Os
Source: OMol25
Level of theory: ωB97M-V with the def2-TZVPD basis set

```
40
Properties=species:S:1:pos:R:3:mulliken_charge:R:1
Os -0.144 -0.010 0.241 0.83
C 1.349 3.897 1.351 -0.49
C 0.781 2.623 1.429 0.15
N 0.696 1.853 0.342 -0.41
C 1.178 2.323 -0.843 0.26
C 1.745 3.593 -0.885 0.03
N 1.815 4.343 0.201 -0.47
C 1.033 1.381 -1.967 -0.52
C 1.433 1.581 -3.275 -0.04
C 1.233 0.584 -4.237 1.69
C 0.623 -0.603 -3.814 -0.03
C 0.238 -0.759 -2.495 -0.53
N 0.442 0.225 -1.593 -0.20
C -0.405 -1.942 -1.896 0.26
C -0.748 -3.124 -2.544 0.03
N -1.325 -4.117 -1.890 -0.46
C -1.584 -4.005 -0.602 -0.48
C -1.245 -2.835 0.081 0.15
N -0.667 -1.819 -0.564 -0.41
C 1.654 0.779 -5.658 0.92
C 2.266 1.972 -6.070 -0.51
C 2.649 2.127 -7.396 -0.52
N 2.408 1.125 -8.194 0.08
C 1.849 -0.023 -7.928 -0.53
C 1.447 -0.227 -6.614 -0.51
H 1.424 4.538 2.221 0.41
H 0.404 2.241 2.367 0.34
H 2.148 4.025 -1.793 0.43
H 1.902 2.521 -3.524 0.36
H 0.439 -1.419 -4.495 0.36
H -0.566 -3.287 -3.600 0.43
H -2.056 -4.839 -0.097 0.41
H -1.442 -2.733 1.138 0.34
H 2.467 2.802 -5.413 0.36
H 3.129 3.024 -7.783 0.44
H 1.720 -0.760 -8.718 0.44
H 0.985 -1.177 -6.397 0.37
O -0.906 -0.720 4.294 -0.15
N -1.210 -0.351 3.244 0.61
O -0.595 -0.324 2.190 -0.42
```

Summary:
E_LUMO (alpha / beta)   -10.747 / -12.602 eV
Spin multiplicity   5
E_HOMO (alpha / beta)   -18.35 / -17.88 eV
Orbital gap (alpha / beta)   7.602 / 5.275 eV
Net charge   +3


No. 3
Formula: C18H13BF9IrN2O6S
Source: OMol25
Level of theory: ωB97M-V with the def2-TZVPD basis set

```
51
Properties=species:S:1:pos:R:3:mulliken_charge:R:1
Ir -1.246 -0.131 0.557 2.42
F -4.280 -0.481 6.841 -0.29
C -3.904 -0.741 5.593 0.70
C -2.984 0.072 4.963 -0.40
F -2.463 1.112 5.612 -0.29
C -2.609 -0.203 3.665 0.34
F -1.738 0.631 3.076 -0.25
C -3.108 -1.295 2.964 0.34
S -2.650 -1.751 1.334 -0.44
C -4.033 -2.095 3.629 0.20
F -4.551 -3.157 3.010 -0.31
C -4.432 -1.827 4.921 0.17
F -5.320 -2.613 5.527 -0.28
O 0.461 -0.188 1.767 -0.66
C 1.578 -0.661 1.522 -0.08
C 2.008 -1.352 0.354 0.58
C 3.279 -1.943 0.368 -0.59
C 3.664 -2.749 -0.660 -0.38
C 2.788 -3.033 -1.718 -0.40
C 1.561 -2.430 -1.770 -0.76
C 1.158 -1.517 -0.767 0.43
O 0.073 -0.831 -0.936 -0.92
N 5.006 -3.342 -0.649 1.00
O 5.262 -4.164 -1.507 -0.61
O 5.781 -2.974 0.212 -0.61
H 2.325 -0.571 2.318 0.37
H 3.958 -1.776 1.196 0.54
H 3.100 -3.730 -2.483 0.51
H 0.868 -2.613 -2.581 0.58
O 1.196 2.900 0.947 -0.66
C 0.547 2.308 0.120 0.23
O -0.668 1.827 0.249 -0.96
C 1.185 2.111 -1.263 0.58
N 0.165 1.645 -2.252 0.31
C 0.510 2.252 -3.566 -0.63
C 0.948 3.651 -3.153 -0.63
C 1.775 3.399 -1.877 -0.85
H 1.947 1.345 -1.129 0.20
H -0.761 1.993 -1.966 0.40
H 0.048 0.628 -2.278 0.09
H -0.350 2.211 -4.228 0.33
H 1.337 1.695 -4.005 0.39
H 0.073 4.264 -2.931 0.31
H 1.524 4.144 -3.932 0.41
H 1.719 4.217 -1.164 0.33
H 2.825 3.252 -2.124 0.35
F -3.956 0.114 -2.890 -0.30
B -2.742 0.505 -2.423 0.27
F -2.653 0.100 -0.981 -0.31
F -1.667 -0.113 -3.081 -0.38
F -2.550 1.902 -2.431 -0.40
```

Summary:
E_LUMO (alpha / beta)   -2.087 / -2.336 eV
E_HOMO (alpha / beta)   -8.48 / -8.45 eV
Orbital gap (alpha / beta)   6.391 / 6.114 eV


No. 4
Formula: C18H13ClF10IrN3
Source: OMol25
Level of theory: ωB97M-V with the def2-TZVPD basis set

```
46
Properties=species:S:1:pos:R:3:mulliken_charge:R:1
Ir -0.410 0.078 0.344 0.40
C 1.590 -0.068 -1.669 -0.83
N 1.488 0.006 -0.192 -0.21
C 2.027 -1.218 0.459 -1.00
C 1.100 -2.387 0.164 -0.68
N -0.259 -1.850 0.008 0.74
C -1.327 -2.756 -0.191 -0.88
C -2.526 -2.301 -0.740 0.45
F -2.639 -1.013 -1.117 -0.34
C -3.626 -3.105 -0.948 -0.03
F -4.725 -2.594 -1.488 -0.28
C -3.571 -4.443 -0.608 0.76
F -4.616 -5.230 -0.797 -0.27
C -2.400 -4.943 -0.073 0.00
F -2.318 -6.223 0.262 -0.27
C -1.308 -4.117 0.123 0.75
F -0.227 -4.695 0.666 -0.30
C 2.079 1.264 0.347 -0.98
C 1.212 2.441 -0.045 -0.69
N -0.175 2.001 0.139 0.26
C -1.263 2.860 0.073 -0.14
C -2.508 2.327 0.416 0.34
F -2.570 1.007 0.781 -0.41
C -3.673 3.055 0.434 -0.07
F -4.817 2.484 0.775 -0.26
C -3.631 4.398 0.093 0.82
F -4.735 5.121 0.101 -0.28
C -2.419 4.970 -0.256 0.04
F -2.366 6.249 -0.586 -0.26
C -1.261 4.213 -0.265 0.35
F -0.124 4.820 -0.625 -0.31
H 2.646 -0.095 -1.944 0.36
H 1.117 0.804 -2.117 0.34
H 1.089 -0.963 -2.024 0.31
H 2.025 -1.019 1.528 0.36
H 3.055 -1.408 0.145 0.45
H 1.190 -3.075 1.002 0.41
H 1.380 -2.950 -0.731 0.56
H 3.116 1.384 0.023 0.43
H 2.070 1.164 1.431 0.37
H 1.378 2.792 -1.066 0.50
H 1.470 3.275 0.611 0.50
Cl -1.196 -1.446 3.006 -0.12
C -0.420 0.027 2.360 -0.73
H 0.571 0.099 2.796 0.39
H -1.058 0.849 2.681 0.42
```

Summary:
E_LUMO (alpha / beta)   -3.986 / -5.287 eV
Spin multiplicity   2
E_HOMO (alpha / beta)   -11.19 / -11.15 eV
Orbital gap (alpha / beta)   7.201 / 5.866 eV
Net charge   +1


No. 5
Formula: C18H13N3O3
Source: OMol25
Level of theory: ωB97M-V with the def2-TZVPD basis set

```
37
Properties=species:S:1:pos:R:3:mulliken_charge:R:1
N -1.851 1.504 -2.169 -0.51
O -1.385 1.352 2.314 -0.62
O 1.579 0.807 -1.103 -0.63
O -2.682 -2.150 0.718 -0.61
N -2.295 0.629 -1.584 0.52
C -0.551 1.557 1.468 0.18
C 0.850 1.294 -0.272 0.23
C -2.088 -1.394 -0.038 0.20
C 4.111 -2.289 1.857 -0.51
C -0.118 5.287 0.647 -0.38
C 0.782 5.139 -0.435 -0.50
C 3.261 -1.786 2.893 -0.65
C 3.637 -2.265 0.566 -0.72
C -0.606 4.224 1.357 -0.69
C 1.177 3.840 -0.820 -0.59
C 1.951 -1.362 2.598 -0.32
C 2.355 -1.827 0.269 -0.03
C -0.199 2.890 0.988 0.37
C 0.698 2.717 -0.080 0.44
C 1.522 -1.336 1.270 0.02
C -2.821 -0.414 -0.850 -0.51
N 0.137 0.603 0.699 0.67
C -0.606 -1.617 -0.192 -0.56
C 0.108 -0.816 0.929 -0.27
H 5.117 -2.614 2.069 0.40
H -0.471 6.251 0.972 0.39
H 1.146 6.015 -0.998 0.38
H 3.627 -1.776 3.904 0.39
H 4.277 -2.688 -0.220 0.34
H -1.338 4.383 2.106 0.51
H 1.864 3.735 -1.678 0.42
H 1.303 -1.035 3.412 0.41
H 2.057 -1.858 -0.787 0.27
H -3.863 -0.512 -0.785 0.44
H -0.411 -2.674 -0.157 0.50
H -0.226 -1.205 -1.126 0.38
H -0.468 -1.028 1.839 0.65
```

Summary:
E_LUMO   -0.641 eV
E_HOMO   -9.20 eV
Orbital gap   8.563 eV